Entry from the OMol25 dataset: a structure of composition C3H6OS in a non-equilibrium geometry (ωB97M-V with the def2-TZVPD basis set).

ΔE to the lowest compared entry with this formula, charge and spin = 109.2 kcal per mole
HOMO-LUMO gap = 9.9481 eV

The geometry in ORCA input format:
```
! RIJCOSX wB97M-V def2-TZVPD def2/J DEFGRID3
* xyz 0 1
C -2.409 0.081 -0.462
C -1.096 -0.802 -0.293
C 1.456 -0.287 0.492
H -3.164 -0.506 -1.488
H -2.183 1.278 -0.978
H -3.000 0.379 0.788
H -0.843 -1.621 -0.973
H -1.317 -1.492 0.600
H 1.018 -1.404 0.379
O 2.709 0.099 0.563
S 0.007 0.539 -0.079
*
```


Entry from the OMol25 dataset: an isolated molecule of C3H6OS2 in a non-equilibrium geometry (ωB97M-V with the def2-TZVPD basis set).

ΔE to the lowest compared entry with this formula, charge and spin = 93.6 kcal per mole
HOMO-LUMO gap (alpha / beta) = 7.2110 / 7.6342 eV

The geometry in ORCA input format:
```
! RIJCOSX wB97M-V def2-TZVPD def2/J DEFGRID3
* xyz 0 1
C -0.519 -0.005 0.295
C 2.346 -0.403 0.529
C -1.909 0.349 -0.384
O -2.961 0.468 0.507
S 0.981 0.070 -0.466
S 3.930 -0.341 -0.283
H -0.347 0.170 1.387
H 2.312 -0.169 1.584
H -2.202 -0.324 -1.133
H -1.706 1.332 -0.904
H -3.667 -0.203 0.365
H 3.742 -0.943 -1.497
*
```


Entry from the OMol25 dataset: a cluster of 2 separate species, C3H6OS2 in total in a non-equilibrium geometry (ωB97M-V with the def2-TZVPD basis set).

ΔE to the lowest compared entry with this formula, charge and spin = 104.4 kcal per mole
HOMO-LUMO gap (alpha / beta) = 6.3086 / 6.2838 eV

The geometry in ORCA input format:
```
! RIJCOSX wB97M-V def2-TZVPD def2/J DEFGRID3
* xyz 0 3
C -1.335 -0.514 0.199
C -1.453 0.514 1.318
C -1.276 0.701 -0.132
O 2.493 -1.716 0.254
S 1.740 0.520 -1.515
S 3.168 -0.810 -0.668
H 0.710 -0.185 -1.222
H -1.297 -1.600 0.222
H -2.458 0.541 1.746
H -0.725 0.549 2.070
H -1.004 1.564 -0.772
H 3.331 -1.339 -1.938
*
```


Entry from the OMol25 dataset: a structure of composition C3H6OS3 in a non-equilibrium geometry (ωB97M-V with the def2-TZVPD basis set).

ΔE to the lowest compared entry with this formula, charge and spin = 38.3 kcal per mole
HOMO-LUMO gap = 8.2328 eV

The geometry in ORCA input format:
```
! RIJCOSX wB97M-V def2-TZVPD def2/J DEFGRID3
* xyz 0 1
C -0.404 -0.086 0.444
C 0.891 0.519 0.216
C -1.661 0.759 0.360
O 0.785 -2.435 -0.298
S 2.257 -0.106 0.844
S 0.903 1.610 -1.175
S -0.335 -1.366 -0.846
H -0.325 -0.677 1.730
H -1.678 1.498 1.140
H -2.474 0.247 0.396
H -1.810 1.261 -0.544
H 1.616 -2.407 -0.849
H 2.234 1.181 -1.418
*
```


Entry from the OMol25 dataset: a structure of composition C3H6OSi in a non-equilibrium geometry (ωB97M-V with the def2-TZVPD basis set).

ΔE to the lowest compared entry with this formula, charge and spin = 36.9 kcal per mole
HOMO-LUMO gap = 10.1331 eV

The geometry in ORCA input format:
```
! RIJCOSX wB97M-V def2-TZVPD def2/J DEFGRID3
* xyz 0 1
C 1.220 -0.239 -0.151
C 0.220 -1.102 -0.211
C 0.868 1.180 -0.041
O -1.047 1.220 -0.089
Si -1.527 -0.315 -0.016
H 2.182 -0.643 -0.102
H 0.504 -2.203 -0.177
H 0.948 1.451 0.933
H 1.160 2.014 -0.796
H -2.816 -0.324 -0.684
H -1.712 -1.038 1.334
*
```


Entry from the OMol25 dataset: a cluster of 2 separate species, C3H6P4 in total in a non-equilibrium geometry (ωB97M-V with the def2-TZVPD basis set).

ΔE to the lowest compared entry with this formula, charge and spin = 44.0 kcal per mole
HOMO-LUMO gap = 7.7580 eV

The geometry in ORCA input format:
```
! RIJCOSX wB97M-V def2-TZVPD def2/J DEFGRID3
* xyz 0 1
C 0.420 0.864 1.169
C -0.519 1.227 2.075
C 0.136 -0.214 0.326
P -1.309 -1.018 0.319
P -2.131 0.319 1.930
P 0.153 -0.544 -2.972
P 1.741 -0.882 -1.646
H 1.525 1.261 1.111
H -0.546 1.935 2.909
H -1.764 -0.564 2.869
H 0.846 -1.259 -4.150
H -0.561 -1.521 -2.461
H 2.009 0.398 -1.479
*
```


Entry from the OMol25 dataset: a cluster of 2 separate species, C3H6S in total in a non-equilibrium geometry (ωB97M-V with the def2-TZVPD basis set).

ΔE to the lowest compared entry with this formula, charge and spin = 127.1 kcal per mole
HOMO-LUMO gap (alpha / beta) = 10.0389 / 7.2673 eV

The geometry in ORCA input format:
```
! RIJCOSX wB97M-V def2-TZVPD def2/J DEFGRID3
* xyz 0 1
C -0.656 -0.124 0.678
C -0.556 1.110 -0.237
C 0.494 0.033 -0.223
S 2.167 0.052 0.100
H -0.583 -0.023 1.689
H -1.242 -1.003 0.396
H -1.194 0.897 -1.142
H -0.455 2.019 0.293
H 0.016 -1.727 -2.305
H 2.012 -1.235 0.751
*
```


Entry from the OMol25 dataset: an isolated molecule of C3H6S in a non-equilibrium geometry (ωB97M-V with the def2-TZVPD basis set).

ΔE to the lowest compared entry with this formula, charge and spin = 25.6 kcal per mole
HOMO-LUMO gap = 9.6741 eV
SMILES = SC1CC1

The geometry in ORCA input format:
```
! RIJCOSX wB97M-V def2-TZVPD def2/J DEFGRID3
* xyz 0 1
S -2.153 0.052 -0.139
C -0.491 -0.023 0.529
C 0.682 -0.629 -0.113
C 0.723 0.839 -0.009
H -1.937 -0.575 -1.213
H -0.321 0.105 1.636
H 0.586 -1.193 -1.093
H 1.335 -1.198 0.547
H 1.283 1.301 0.764
H 0.293 1.321 -0.910
*
```